131
Properties=species:S:1:pos:R:3:forces:R:3 method="wB97M-V/def2-TZVPD" charge=-2 e_homo_ev=-3.5 total_energy_ev=-121424.3643 gap_ev=6.815
Cl 0.75761 0.46512 -0.32408 -0.51 -1.72 -0.07
S -5.11910 -1.15696 3.07600 -0.38 -0.79 -1.27
F -3.62606 -0.09373 1.15701 -0.08 0.14 0.08
F -2.85480 0.20196 3.14827 0.05 0.51 0.04
F -4.56685 1.36248 2.45056 -0.03 0.95 0.04
O -1.31754 -2.43221 4.74944 0.55 0.52 0.48
O -5.54002 -0.72185 4.39305 0.23 0.22 -0.09
O -2.39516 3.77693 -1.87105 1.01 -0.47 -0.04
O 1.46741 -0.62277 0.33903 0.50 0.63 0.26
O 5.61377 3.75879 -0.94084 1.84 4.57 2.56
O 2.42589 -0.09365 6.94522 0.48 -0.95 2.96
O -0.54153 0.58317 0.28455 0.04 0.44 -0.11
O -3.93499 3.96306 -3.48301 -0.47 1.12 -3.64
O 5.33360 1.56546 -0.86139 -0.42 -1.12 0.13
O 0.17903 -5.66831 -0.90713 -0.48 -0.17 0.40
O -4.26473 -2.31555 2.99052 -0.07 0.39 0.76
O -3.77668 -3.54047 0.62067 0.52 0.85 -0.71
O 2.06896 -4.91153 -1.84187 0.41 0.13 0.78
O -1.67895 -1.53781 -2.79272 0.41 0.30 -1.69
O 0.63023 0.06294 -1.71331 0.04 0.59 -0.21
O -4.49603 3.13761 -1.52379 0.77 -0.42 0.78
O 1.17121 0.83076 5.35921 0.19 0.39 0.09
O 1.47444 1.71165 -0.22348 0.28 0.01 0.03
O 5.64154 4.91871 3.43386 -1.21 0.80 -0.80
O 1.67884 -4.43129 0.31649 -0.78 -0.55 -0.94
O 3.15820 -0.02613 4.84622 0.27 0.00 -0.52
O 1.01089 6.34274 3.01169 0.53 0.93 -0.60
O 4.69737 2.72406 -2.65108 0.15 -0.71 -0.38
O -6.15777 -1.13786 2.04633 0.02 0.33 0.52
N -2.16485 -2.03709 -4.04111 -0.77 -0.65 0.04
N -1.14991 -3.87301 2.03932 1.49 0.65 0.39
N 2.95810 4.28900 2.67830 -0.97 -0.25 0.59
C -1.37262 -2.85824 0.97990 0.00 -0.74 -1.03
C -1.34443 -1.50874 5.83165 -0.34 -0.12 0.06
C 2.27451 0.19462 5.83197 -0.79 1.11 -2.71
C -2.89290 -1.04049 -4.84706 0.30 0.46 0.97
C 4.10127 3.87362 1.92277 -0.31 0.15 -0.49
C 6.39306 4.67185 4.53508 1.08 -0.88 1.45
C -2.54563 -3.14330 0.00464 0.52 -1.19 0.22
C 1.40579 1.29143 4.03156 0.30 -1.75 -1.33
C -0.31345 -2.15767 3.80781 0.58 0.13 -0.48
C 0.61215 5.07355 2.60717 -1.18 -0.88 0.12
C -1.81921 -3.57875 -5.95683 0.55 0.89 0.38
C 1.70111 4.29027 1.93361 0.59 -0.32 0.73
C -1.23887 -2.95939 -4.65597 0.82 -1.29 0.22
C 5.25196 2.79025 -1.41522 -1.78 -3.93 -2.56
C 4.70696 1.33741 -3.06429 -0.33 0.47 1.11
C -2.07101 0.23706 -5.07879 0.04 0.35 0.70
C 0.15331 -2.37994 -4.97974 0.16 0.92 -0.26
C 4.66607 0.59467 -1.70711 0.41 0.40 -1.26
C -2.32548 -2.50874 -6.89186 0.17 0.47 -0.92
C -0.06770 7.22993 3.11601 -0.55 -0.36 1.18
C 5.29564 3.71437 2.79280 0.62 -0.03 -0.93
C -3.99245 0.16861 2.42864 0.09 -1.58 0.36
C 2.60799 0.41073 3.58310 -0.09 0.52 0.35
C -4.15096 -0.69496 -4.04095 -0.70 -0.19 -0.53
C -3.34312 -1.61997 -6.17938 -0.05 -0.16 -0.75
C 3.30551 -4.30405 -1.35779 -1.55 0.21 -0.02
C -4.84624 -3.20850 -0.23611 0.15 -0.08 -0.25
C -1.05167 -4.17260 -3.71322 -0.84 -0.25 0.76
C -2.41355 3.38725 -0.46348 -1.20 0.42 -0.71
C -0.03327 -3.40258 2.95610 -0.48 0.33 -0.27
C 1.18912 -5.06967 -0.81284 1.54 1.04 0.27
C -3.73166 2.63291 -0.39819 -0.61 -0.38 0.95
C -3.60876 3.64251 -2.42130 -0.06 -0.89 3.66
C 2.96540 -3.83786 0.08504 -0.08 -1.27 0.04
H 6.11545 3.48091 2.09471 0.13 -0.48 0.40
H -0.60550 -4.55671 1.49770 -0.80 -0.37 0.40
H -1.14573 0.06840 -5.62894 -0.23 0.06 -0.43
H -4.65323 -1.63575 -3.80016 0.30 0.04 0.51
H 3.66554 0.31302 -1.38291 -0.01 0.45 0.37
H 0.16199 4.54662 3.46875 0.51 -0.12 0.08
H -1.74884 0.69246 -4.13201 -0.15 -0.28 0.03
H 3.45883 -3.47529 -2.03867 0.57 0.04 0.01
H 3.61016 -4.31885 0.82535 0.23 0.23 -0.17
H -5.78299 -3.51955 0.22071 0.07 -0.13 0.12
H 0.87844 -3.20073 2.34536 -0.32 0.09 0.37
H 4.05315 -5.08775 -1.40007 0.35 0.21 -0.02
H -2.45512 4.35069 0.04674 0.08 -0.22 0.42
H 3.08745 5.14491 3.19777 0.25 0.12 -0.28
H -2.04018 -4.50649 -3.36094 0.05 0.23 -0.24
H -2.06380 -1.91776 6.55035 0.07 0.17 -0.18
H 1.30667 3.26763 1.96963 0.15 0.01 -0.84
H 0.61674 -1.86144 -4.13054 -0.08 -0.36 0.09
H -2.59758 -4.29380 -5.70150 -0.10 -0.08 0.00
H 2.93679 -2.77015 0.28066 -0.25 0.13 -0.36
H -1.49712 -1.92088 -7.32197 0.04 0.09 0.62
H 0.26422 8.25406 3.26917 0.34 0.00 -0.42
H -1.44971 -1.82554 1.28809 -0.09 0.03 0.72
H -4.92737 -0.17977 -4.62760 0.54 0.33 -0.12
H 0.64360 -1.86424 4.30479 -0.28 -0.45 0.10
H -2.61205 -2.26199 -0.64756 -0.40 -0.02 0.27
H 2.31535 -0.45495 2.98846 -0.16 0.00 0.16
H -4.71787 -3.70213 -1.22577 -0.13 0.08 0.26
H -0.63069 6.99609 4.04334 -0.15 -0.05 -0.39
H -0.95232 -4.08111 -6.38585 -0.25 -0.40 -0.21
H -0.73683 7.12163 2.25924 -0.01 0.29 -0.05
H 5.82196 4.20199 5.35264 -0.11 0.05 -0.08
H -0.51097 -1.27530 3.17479 -0.54 -0.19 0.07
H 5.12499 2.92004 3.52468 0.07 -0.04 0.05
H -3.65014 1.54055 -0.42597 0.31 0.26 -0.62
H -4.27713 -2.18732 -6.08507 0.12 0.02 0.30
H -3.58167 -0.74021 -6.78818 -0.09 -0.21 -0.12
H -1.59074 2.76502 -0.13124 0.38 0.08 -0.47
H -0.63384 -5.05505 -4.20651 0.35 0.30 -0.15
H 7.18942 3.95213 4.28450 0.23 0.20 0.19
H -0.37943 -1.37898 6.36053 -0.07 -0.29 -0.42
H -0.52604 -3.99625 -2.77006 0.24 0.31 -0.44
H -0.45815 -2.92845 0.34911 -0.41 0.66 -0.13
H -4.25042 2.78247 0.55735 -0.14 0.44 -0.46
H 0.10641 -1.61296 -5.76325 -0.12 -0.16 -0.01
H 1.59701 2.35615 3.95038 0.05 0.11 0.38
H -3.92502 -0.09944 -3.16371 -0.02 -0.15 0.23
H 5.27162 -0.30048 -1.83519 0.16 -0.01 0.58
H 4.32398 4.52565 1.06254 0.04 0.12 0.18
H 0.84849 -3.13625 -5.35094 -0.09 -0.16 0.25
H -0.24001 5.06440 1.89842 0.28 0.54 -0.03
H 6.83385 5.57945 4.93440 0.05 0.25 -0.16
H -2.71609 1.00011 -5.51697 0.21 -0.03 -0.40
H -0.89990 -1.00071 -3.06424 -0.40 -0.11 0.90
H 0.59324 0.95706 3.38230 -0.37 0.55 0.29
H 3.35719 0.96432 3.01824 0.07 0.04 0.21
H 5.66654 1.12802 -3.54466 -0.24 0.06 -0.32
H 1.87031 4.63794 0.90479 -0.26 -0.16 0.00
H -2.72636 -2.92316 -7.83051 -0.39 -0.18 0.42
H 3.93560 2.88623 1.47310 -0.26 0.03 0.07
H -2.26441 -3.98328 -0.67313 0.07 0.30 0.21
H -4.92325 -2.12662 -0.40943 0.12 -0.05 0.09
H 3.83568 1.18539 -3.68933 0.09 -0.20 -0.16
H -1.68176 -0.50576 5.53054 0.00 -0.22 -0.14
H 0.21265 -4.18809 3.68521 -0.19 -0.12 -0.39

---

82
Properties=species:S:1:pos:R:3:forces:R:3 method="wB97M-V/def2-TZVPD" charge=-2 e_homo_ev=-2.1 total_energy_ev=-101482.4237 gap_ev=6.226
Te -3.17859 0.18580 -0.30336 -1.67 0.23 0.08
Ca 0.09318 0.39853 -0.22718 0.11 -1.17 3.47
S 0.27343 -0.96266 2.18395 -0.52 -0.50 0.27
S 3.00081 -0.31281 3.01396 0.20 0.02 -0.28
O -1.10612 -1.18763 -0.78396 -0.68 -1.36 -0.66
O -0.76765 2.00812 -1.02894 -1.12 2.09 -1.13
O 3.40313 3.40970 0.46094 -0.01 -0.11 -0.01
O 2.00059 1.36219 -0.20918 1.49 0.67 0.18
N 1.25614 1.55429 2.40785 1.06 0.46 -0.19
N 2.32330 0.47233 -2.29615 0.81 0.38 -0.65
N 1.21464 -0.26949 -2.02940 0.08 -0.91 -1.00
N 0.02395 2.08503 2.35295 -1.07 -0.32 0.54
C 0.20115 3.64609 0.37832 0.10 -0.16 -0.15
C 1.17427 4.92845 -1.89089 0.02 0.12 -0.02
C 7.47488 0.09459 0.72462 0.18 0.01 -0.09
C 7.09983 -0.82747 -0.23582 0.15 -0.02 -0.07
C 4.80859 -0.61101 0.45828 -0.03 -0.01 -0.04
C -3.00209 0.59149 -2.39860 0.50 -0.16 0.08
C 2.63901 1.27247 -1.30437 0.22 -0.38 -0.78
C -5.28582 1.49067 -2.00415 -0.01 -0.07 -0.26
C -1.78890 3.48927 1.90437 -0.09 -0.13 -0.07
C 4.17113 0.92718 2.34617 -0.64 -0.16 0.51
C -4.31819 1.04135 -2.90634 -0.40 0.00 -0.04
C 0.91611 4.82524 0.48702 -0.10 0.14 -0.05
C -1.55115 -3.71227 -4.00168 -0.02 -0.16 -0.26
C -0.40426 2.98740 1.56988 -0.23 0.30 0.09
C -6.80417 1.87868 -3.84299 -0.17 0.07 -0.03
C -5.84372 1.43306 -4.73485 -0.02 -0.01 -0.17
C 6.51751 0.66381 1.54366 -0.10 0.03 0.06
C 5.35559 3.84821 -0.76215 -0.02 0.07 0.09
C 0.81069 -1.02990 -2.97688 0.68 0.40 -0.27
C 4.71092 1.86243 -2.57176 -0.01 0.11 -0.03
C -1.18551 -1.99322 -1.78089 -0.20 -0.64 -0.58
C -2.21405 -2.96730 -1.82040 0.00 -0.02 0.27
C 5.76418 -1.16955 -0.36938 -0.03 -0.05 -0.09
C -4.60989 1.01958 -4.26408 0.02 0.00 -0.11
C 1.39223 0.28244 2.45656 0.38 0.22 0.62
C -6.51850 1.90844 -2.48845 -0.14 0.04 -0.01
C 6.18493 3.59410 -1.83448 0.02 0.07 0.08
C -2.39014 -3.80425 -2.89412 -0.03 -0.04 -0.09
C 4.18044 3.11471 -0.58524 0.00 -0.11 -0.15
C -0.52815 -2.78884 -3.98663 0.09 0.07 0.03
C -0.30032 -1.93609 -2.90290 -0.70 -0.35 0.27
C 1.40769 5.47403 -0.63874 0.06 0.27 0.14
C 0.43665 3.77152 -2.02125 -0.04 -0.11 -0.19
C 5.86305 2.60342 -2.75029 0.15 -0.08 -0.20
C -0.07970 3.09045 -0.90107 0.19 1.04 -0.14
C 5.17618 0.31732 1.42787 0.17 -0.09 0.01
C 3.85463 2.10058 -1.50397 0.11 0.15 0.15
C -4.95588 1.50763 -0.55174 0.38 -0.01 0.38
H -7.27030 2.25848 -1.79060 -0.02 0.00 0.05
H 5.46534 -1.87830 -1.12784 -0.07 -0.07 -0.07
H 1.11205 5.23933 1.47085 0.01 -0.05 0.02
H 0.13491 -2.71033 -4.83968 0.08 0.00 -0.08
H -5.81553 1.18975 0.04189 0.12 -0.11 0.05
H 2.61848 2.79154 0.41408 0.24 0.12 0.14
H -1.69930 -4.35360 -4.86242 0.02 0.00 0.01
H 1.98638 6.38243 -0.53492 0.05 0.02 0.03
H 8.51538 0.37278 0.83578 0.05 0.02 0.00
H 7.84538 -1.27376 -0.88062 0.04 -0.03 -0.05
H 3.53032 1.64905 1.84174 0.16 0.02 0.11
H -2.86658 -3.02271 -0.95538 0.04 0.04 -0.07
H -1.81544 4.57805 1.85711 -0.05 0.09 -0.04
H 4.43202 1.08257 -3.26190 -0.01 -0.10 -0.07
H 7.09313 4.17096 -1.95547 0.06 0.05 0.00
H 1.35970 -1.01058 -3.92968 0.02 0.01 0.20
H -4.71794 2.53207 -0.25202 0.13 -0.03 0.09
H -2.24928 1.36779 -2.52277 0.08 0.04 0.16
H -7.77580 2.19880 -4.20209 0.00 0.00 0.01
H -2.50577 3.08781 1.18067 0.02 0.10 -0.06
H 1.57401 5.41241 -2.77715 -0.01 -0.01 0.03
H -2.07288 3.14947 2.89832 -0.01 -0.04 0.02
H 3.77167 -0.90653 0.36360 -0.05 0.05 0.03
H -3.19103 -4.53505 -2.88716 -0.03 0.00 0.03
H -2.65099 -0.29452 -2.92516 -0.06 -0.07 0.04
H 0.24910 3.34279 -2.99920 0.00 -0.05 0.01
H 6.51647 2.40997 -3.59242 -0.01 -0.04 -0.01
H 6.81067 1.39015 2.28976 0.01 0.07 0.09
H 4.65459 1.41500 3.19288 0.08 0.14 -0.14
H 5.59497 4.61298 -0.03553 -0.02 0.04 0.04
H -6.06004 1.39818 -5.79575 0.01 0.00 -0.03
H -3.85741 0.66533 -4.95717 0.05 -0.04 -0.03

---

21
Properties=species:S:1:pos:R:3:forces:R:3 method="wB97M-V/def2-TZVPD" charge=-1 multiplicity=3 e_homo_ev="-1.6 / -6.3" s_squared=2.0066 total_energy_ev=-35593.6612 gap_ev="5.021 / 6.218"
S -2.08900 1.44599 0.09826 -3.65 0.94 1.99
P -0.41411 0.65573 -1.11856 3.76 0.44 -1.20
O -3.31269 1.15765 -0.63894 0.35 -0.28 0.29
O -1.93105 0.72209 1.40875 -0.95 1.46 -0.97
O -1.77074 2.85702 0.14993 0.60 0.55 0.13
N -2.76760 -2.07882 -1.12091 -0.49 -0.09 -0.18
N -0.28259 -1.18121 2.30881 0.70 -0.02 1.80
C 0.51356 -2.02034 -0.52115 -1.63 0.76 3.87
C -0.67062 -0.97322 -0.14498 1.04 -0.97 -0.48
C 2.40929 0.90853 -0.11228 -2.51 -2.61 1.36
C -0.57835 -0.78043 1.27826 -0.08 -1.74 -0.31
C -1.91502 -1.50059 -0.61484 -0.19 -0.80 0.06
C 0.90460 1.46567 0.05078 1.09 0.09 -2.30
H 0.13262 -2.98798 -0.73461 -0.43 -0.75 -0.22
H 2.86462 1.24576 0.79137 1.08 0.52 0.31
H 2.97358 1.01572 -1.02075 -0.16 1.06 -0.41
H 2.41566 -0.22015 -0.01049 -0.20 1.11 0.09
H 0.42239 1.30331 1.02396 0.85 0.16 0.03
H 1.15775 -2.04661 0.40499 -0.40 -0.05 -1.42
H 0.90082 -1.54059 -1.32411 2.03 0.87 -2.67
H 1.03685 2.55246 -0.15350 -0.81 -0.64 0.21

---

22
Properties=species:S:1:pos:R:3:forces:R:3 method="wB97M-V/def2-TZVPD" charge=0 e_homo_ev=-6.9 total_energy_ev=-9420.4933 gap_ev=3.252
N 1.38036 1.25299 1.01075 -0.24 0.51 0.91
N -3.04878 -0.41607 1.05240 -0.57 0.72 -0.88
C -2.25100 -0.12330 -0.11321 -4.10 3.30 -1.00
C 1.56527 0.40739 -0.09498 -1.41 -0.46 -1.75
C 2.76379 0.86925 -1.00640 -1.13 0.37 -0.41
C 0.15384 0.39293 -0.83262 0.32 -0.99 -0.79
C -0.86149 -0.26478 0.18694 1.89 -2.25 -1.62
C -0.73188 -1.68592 0.83532 0.76 1.50 -0.34
H 1.84136 0.92526 1.87498 -0.06 -0.13 -0.53
H -0.98190 -1.45655 1.88134 0.62 -0.81 -0.19
H -0.23660 1.37248 -1.21198 0.45 -0.30 1.14
H 0.26923 -0.09774 -1.84874 -0.14 -0.40 1.27
H 3.51544 0.07806 -1.06697 0.26 0.61 0.31
H 0.29250 -1.88099 0.59737 0.66 -1.25 0.72
H 1.71019 -0.64816 0.17322 0.40 0.16 0.03
H 3.03196 1.86432 -0.65744 0.91 -0.27 0.34
H -2.41713 0.91905 -0.58211 -0.20 -1.07 0.82
H -2.46243 -0.76170 -1.01287 -0.17 -0.36 0.62
H -3.75449 0.34273 1.28488 1.01 -0.98 -0.89
H 2.44997 1.11488 -2.04077 -0.28 -0.57 0.39
H -0.80516 0.24824 1.05375 1.06 2.75 2.39
H -1.42305 -2.45239 0.51713 -0.04 -0.08 -0.55

---

16
Properties=species:S:1:pos:R:3:forces:R:3 method="wB97M-V/def2-TZVPD" charge=+2 e_homo_ev=-17.1 total_energy_ev=-18897.6649 gap_ev=6.547
Mg 1.82828 0.20676 -1.98240 -1.26 -0.24 0.93
O 1.43578 -2.25103 0.20190 -0.09 -0.28 -0.01
O 0.42633 -0.37429 0.61993 0.32 0.26 -1.31
O 0.92545 1.96409 -1.30648 -0.14 0.02 -0.40
O -0.28805 -0.09972 -2.36974 -0.25 1.37 -0.65
C -0.04881 -0.83308 1.85867 -0.81 -0.60 1.07
C 1.13573 -1.06813 -0.20716 0.94 0.68 0.32
C -0.99157 0.86848 -2.09732 0.05 -1.62 0.70
C -0.28328 2.05128 -1.43781 0.36 0.42 0.07
C -0.87627 -0.05028 2.53148 -0.10 -0.33 -0.44
H -1.29982 -0.41404 3.46642 0.20 0.19 -0.20
H 2.00245 -2.71975 -0.42656 -0.01 -0.24 0.08
H -0.86661 2.88973 -1.03018 0.22 -0.04 -0.07
H -1.23791 0.89234 2.11949 0.27 -0.12 0.30
H -2.08790 0.78873 -2.06270 0.15 0.15 -0.41
H 0.22621 -1.85108 2.12247 0.15 0.40 0.01

---

18
Properties=species:S:1:pos:R:3:forces:R:3 method="wB97M-V/def2-TZVPD" charge=-1 e_homo_ev=-3.2 total_energy_ev=-9457.4583 gap_ev=6.872
O -3.94239 0.97268 1.91206 0.17 -0.01 -0.15
O -2.32133 0.85256 -0.06172 -0.10 0.20 -0.24
C 2.91636 -1.56426 -0.19812 -0.11 0.13 -0.13
C -1.04132 0.55569 0.22671 0.14 -1.34 -0.09
C 1.34355 0.34883 -0.67076 0.55 1.37 -0.48
C -0.14469 0.19911 -1.02004 -0.32 1.07 1.14
C 1.87260 -0.79162 0.12830 0.26 -0.69 -0.08
H -0.96012 -0.35624 0.86596 0.03 0.12 0.45
H -3.22901 0.96223 1.15007 -0.05 0.04 0.04
H 2.95078 -2.61939 0.05310 0.39 0.24 0.92
H -0.51776 0.97794 -1.69650 0.58 -0.31 -0.52
H 1.30949 -1.08929 1.00977 -0.57 -0.23 -0.44
H -0.28910 -0.80333 -1.41887 -0.48 -0.02 -0.07
H 1.50268 1.31103 -0.17110 -0.28 -0.02 0.34
H -0.49167 1.36385 0.76169 0.05 0.06 0.00
H 1.90387 0.49184 -1.60099 0.28 -0.47 0.02
H 3.74463 -1.20660 -0.80064 -0.41 -0.08 -0.74
H -4.60658 0.39496 1.53108 -0.13 -0.06 0.05

---

7
Properties=species:S:1:pos:R:3:forces:R:3 method="wB97M-V/def2-TZVPD" charge=0 e_homo_ev="-8.0 / -8.1" total_energy_ev=-24242.7757 gap_ev="7.142 / 7.178"
S 0.24516 -0.63148 -1.25800 1.58 2.09 1.36
S 2.36506 1.85902 0.29334 -0.83 -0.35 -0.15
N -1.27835 -1.04291 -0.70855 -0.66 1.98 0.08
C 1.03805 1.03393 0.48176 1.02 -1.54 -2.00
H -1.28761 -1.83521 -0.15473 0.33 -2.34 1.06
H -1.54769 -0.32854 -0.03380 -0.62 0.30 -0.65
H 0.46539 0.94519 1.37997 -0.81 -0.15 0.30

---

12
Properties=species:S:1:pos:R:3:forces:R:3 method="wB97M-V/def2-TZVPD" charge=0 multiplicity=3 e_homo_ev="-9.2 / -9.7" s_squared=2.0124 total_energy_ev=-19607.0279 gap_ev="9.288 / 7.195"
S 1.25193 2.38597 -1.58270 0.55 0.77 0.21
O -0.33962 2.66802 -1.82360 0.60 -0.13 0.58
O -0.02452 0.77095 0.58085 1.57 2.71 -1.72
N 1.30564 -0.36996 -0.94162 1.27 0.10 -1.47
C 0.50661 -0.28427 -0.01111 -1.74 -3.37 2.62
C 0.01184 -1.64216 0.58557 -0.47 2.62 1.37
C -0.66352 -1.70963 1.75323 0.08 3.84 -1.87
H -0.36883 2.36586 -2.71680 -1.10 0.04 -1.48
H 0.47273 1.53261 0.00852 -1.40 -1.18 2.07
H -1.08486 -0.79047 2.28831 1.44 -1.07 -0.77
H 0.19282 -2.42205 -0.08967 0.19 -1.36 -0.41
H -1.26021 -2.50488 1.94901 -0.98 -2.96 0.87